<w>
The following is a quantum chemistry calculation of a cluster of 2 separate species, C4H12N2S in total, from OMol25.

Summary:
**LUMO energy**: 0.6 eV
**E_HOMO**: -8.77 eV
**Spin multiplicity**: 1

Last column: Löwdin charge in e.
CARTESIAN COORDINATES (ANGSTROEM)
H: 0.7431 -0.3306 -2.6062  0.0880
H: -1.1368 0.6807 -0.0983  -0.0125
H: 0.3341 -0.0785 1.1781  0.0160
H: 0.6696 -1.9139 1.4585  0.0916
C: 0.8731 -0.9915 0.8494  -0.0893
H: 1.0544 -3.2638 -1.4168  0.1061
H: -2.8059 2.9556 1.1857  0.0628
H: 0.1285 -3.2018 0.0229  0.0499
C: 0.7585 -1.2664 -0.6049  -0.4327
H: 1.9001 -0.7740 0.9903  0.0707
H: 1.2679 0.5765 -1.1133  -0.0159
S: -0.9256 2.0084 0.2228  0.7900
C: 0.9254 -0.2629 -1.4954  -0.0061
H: -0.0661 2.5278 2.1501  -0.0366
H: -0.7118 -2.4642 -1.4248  0.0905
C: 0.2430 -2.6462 -0.8965  -0.0731
N: -0.5224 1.7207 1.7352  -0.4293
N: -2.6560 2.3686 0.2794  -0.3237
H: -3.0391 2.8637 -0.6034  0.0536


<x>
The following is a quantum chemistry calculation of the molecule C4H12N2S, from OMol25.

Summary:
**SMILES**: C[C@H](S)CN(C)N
**LUMO energy**: 0.9 eV
**E_HOMO**: -8.45 eV
**Spin multiplicity**: 1

Last column: Löwdin charge in e.
CARTESIAN COORDINATES (ANGSTROEM)
H: -1.5980 -0.2884 1.3369  0.0966
H: 0.6010 -1.6134 -0.8280  0.0575
H: -2.4540 0.0199 -1.9160  0.0868
C: 1.6912 -0.0003 0.4325  -0.6710
H: -2.5551 -1.1914 -0.6067  0.0839
H: 2.5105 1.7726 1.4161  0.1071
N: -0.8400 -0.0501 -0.5363  -0.3429
H: 1.5112 0.4105 -1.8874  -0.0651
C: 0.1738 -0.9596 -0.0856  -0.1866
H: 0.8638 1.0992 2.0569  0.0614
C: 1.4393 1.3473 1.1391  -0.1795
C: -1.8708 -0.6689 -1.2917  -0.1152
N: -1.3013 0.5368 0.6908  -0.0042
H: -0.2364 -1.5129 0.9342  0.1354
S: 2.6533 0.0193 -1.0791  0.6600
H: -2.2500 0.9507 0.4326  0.1042
H: -1.3649 -1.3587 -1.9529  0.0804
H: 2.2002 -0.5777 1.1452  0.0409
H: 0.8260 2.0652 0.5995  0.0505


<y>
The following is a quantum chemistry calculation of the molecule C4H12N2S, from OMol25.

Summary:
**SMILES**: NC[C@@H](N)CCS
**LUMO energy**: 0.9 eV
**E_HOMO**: -8.73 eV
**Spin multiplicity**: 1

Last column: Löwdin charge in e.
CARTESIAN COORDINATES (ANGSTROEM)
H: 1.5834 2.2360 2.4708  -0.1581
C: -0.4615 0.0121 -0.2212  -0.4224
H: 1.9880 0.0708 1.5962  0.0477
H: -0.3023 0.9994 0.2090  0.0366
H: -0.7107 -1.0910 1.5115  0.0575
H: 1.3536 -0.3088 -1.2493  0.1354
C: 0.0614 -0.7714 0.9598  -0.2209
S: 0.3326 1.8564 2.2236  0.6919
H: -2.1464 -0.9028 -0.8324  0.0221
H: 1.0126 -0.1320 2.8447  0.0105
H: 0.5853 -1.6872 0.5618  0.1353
H: -2.2161 -0.3882 0.5751  0.0318
H: -0.8493 0.7141 -2.8594  0.0845
C: 0.2682 -0.3424 -1.5629  -0.2934
N: 0.1200 0.7172 -2.4630  -0.0379
C: 0.9832 0.0874 1.8352  -0.4247
N: -1.9299 -0.1349 -0.3118  0.0699
H: -0.2175 -1.2913 -1.8867  0.1234
H: 0.5454 0.3565 -3.4012  0.1111


<z>
The following is a quantum chemistry calculation of a cluster of 2 separate species, C4H12N2S in total, from OMol25.

Summary:
**SMILES**: N/C=C/N.CCS
**LUMO energy**: 0.8 eV
**E_HOMO**: -8.22 eV
**Spin multiplicity**: 1

Last column: Löwdin charge in e.
CARTESIAN COORDINATES (ANGSTROEM)
H: -0.3399 1.1148 0.0198  0.0977
N: -1.6416 2.9361 1.4507  0.0053
H: 3.5381 -1.7583 -0.0327  0.0650
H: -3.2172 1.6636 0.8040  0.1016
H: 1.0160 -0.8511 -1.5353  0.0527
H: -0.5599 -1.4002 0.4461  -0.1440
C: -2.1396 1.7705 0.8123  -0.2153
H: -2.7737 -0.5167 -0.0656  0.1004
H: 2.9140 -2.6203 -1.3836  0.0625
S: 0.5823 -2.2699 0.3575  0.6130
H: 3.4802 -0.9555 -1.6379  0.0679
C: -1.3811 0.8726 0.1902  -0.2052
C: 1.5772 -1.0969 -0.6350  -0.6599
N: -1.7646 -0.4461 -0.1867  -0.0332
C: 2.9684 -1.6216 -0.9477  -0.1901
H: -1.5983 2.8058 2.4560  0.0762
H: 1.6877 -0.1890 -0.0455  0.0459
H: -0.7183 3.1560 1.1193  0.0627
H: -1.6298 -0.5936 -1.1857  0.0966


Computed relative energies in units of eV: <w> 2.569; <x> 1.751; <y> 0.836; <z> 0.000


<w>
The following is a quantum chemistry calculation of a cluster of 2 separate species, C9H14 in total, from OMol25.

Summary:
**SMILES**: Cc1ccccc1.CC
**LUMO energy**: 1.0 eV
**E_HOMO**: -9.04 eV
**Spin multiplicity**: 1

Last column: Löwdin charge in e.
CARTESIAN COORDINATES (ANGSTROEM)
H: 0.2248 0.5670 4.4209  0.0569
C: 1.6397 1.3619 -0.9892  -0.0963
H: -1.4035 -1.0687 2.6968  0.0551
C: 0.1089 0.5785 -2.6791  -0.0559
C: 1.0089 1.5217 -2.2115  -0.0940
H: 0.5202 1.1818 2.7975  0.0519
C: 1.3090 0.2670 -0.2009  -0.0944
H: -1.7260 0.6505 2.2893  0.0581
H: -1.9248 0.1176 3.9101  0.0566
C: -1.0603 -1.6339 -2.5080  -0.0556
H: -0.3914 0.7311 -3.6254  0.1053
H: 0.1643 -1.5596 -0.0936  0.1108
C: -0.1685 -0.5705 -1.9331  -0.2801
H: -1.5755 -1.2711 -3.3956  0.0712
H: 2.4305 2.0161 -0.6503  0.0991
H: -0.4706 -2.4918 -2.8271  0.0814
C: 0.1447 0.3284 3.3578  -0.1749
H: -1.8209 -1.9848 -1.8129  0.0773
C: 0.4348 -0.6903 -0.6860  -0.0590
H: 0.8385 -0.4960 3.1919  0.0540
H: 1.2398 2.3752 -2.8342  0.0997
C: -1.3104 -0.0381 3.0205  -0.1616
H: 1.7877 0.1081 0.7621  0.0944


<x>
The following is a quantum chemistry calculation of a cluster of 2 separate species, C9H14 in total, from OMol25.

Summary:
**SMILES**: Cc1ccccc1.CC
**LUMO energy**: 1.0 eV
**E_HOMO**: -8.91 eV
**Spin multiplicity**: 1

Last column: Löwdin charge in e.
CARTESIAN COORDINATES (ANGSTROEM)
H: -3.6695 0.6604 0.2741  0.1120
H: 2.6824 -0.8885 0.0491  0.0496
H: -0.9949 0.6921 2.8939  0.0782
C: -0.3143 0.0374 0.4485  -0.0423
C: -1.6221 0.2956 0.8876  -0.2826
H: -0.9645 -0.6271 -2.7788  0.1059
C: -2.6848 0.3093 -0.0170  -0.0519
H: -2.6978 1.2745 2.5356  0.0783
H: -2.3922 -0.2756 2.8875  0.0829
H: 0.5536 0.1431 1.0879  0.1030
H: 5.3960 0.5610 -0.2016  0.0558
H: 5.3263 -1.1630 0.2146  0.0587
H: 3.5723 -0.9676 -1.3690  0.0624
C: -0.1040 -0.1519 -0.9045  -0.0964
H: -3.3328 -0.1826 -1.9703  0.1060
C: 3.4461 -0.3314 -0.5006  -0.1806
C: 4.7899 -0.2087 0.2516  -0.1652
C: -1.9187 0.5400 2.3174  -0.0754
C: -2.4609 -0.1313 -1.3155  -0.0966
H: 4.6336 -0.0811 1.3312  0.0637
H: 0.8859 -0.3441 -1.3121  0.0819
C: -1.1775 -0.3041 -1.7581  -0.1116
H: 3.1198 0.6935 -0.6334  0.0642


Computed relative energies in units of eV: <w> 0.000; <x> 0.415


<w>
The following is a quantum chemistry calculation of a cluster of 2 separate species, C9H14 in total, from OMol25.

Summary:
**SMILES**: Cc1ccccc1.CC
**LUMO energy**: 1.0 eV
**E_HOMO**: -8.83 eV
**Spin multiplicity**: 1

Last column: Löwdin charge in e.
CARTESIAN COORDINATES (ANGSTROEM)
H: 0.9901 3.2259 1.0703  0.1040
H: 1.6766 -4.1972 3.2337  0.0776
H: 1.1290 -2.2060 0.6725  0.1132
H: 0.2637 -3.5780 2.6194  0.0464
C: 0.0099 3.2102 0.4668  -0.0857
C: -0.0349 1.7294 -1.6236  -0.0641
H: -1.0714 0.9400 1.4701  0.0929
H: -0.8243 3.4193 1.2371  0.1096
C: -0.2724 1.9778 -0.2599  -0.3323
H: 0.2327 4.0733 -0.1679  0.0697
H: 0.5162 2.4889 -2.1421  0.0982
H: -0.2286 0.6307 -3.3717  0.0983
C: 1.2945 -3.3216 2.6499  -0.1968
H: 1.5279 -2.5520 3.3429  0.0462
C: -1.1774 -0.4204 -0.2838  -0.0828
H: 2.8267 -2.8887 1.0654  0.0454
C: -0.8798 0.9204 0.4050  -0.0145
H: 1.6157 -3.9996 0.6384  0.0575
H: -1.4163 -1.2564 0.4240  0.1074
C: 1.7782 -3.0918 1.2481  -0.1843
C: -0.4679 0.5974 -2.3147  -0.0728
H: -1.5031 -1.3383 -2.1161  0.1085
C: -1.2060 -0.3951 -1.6170  -0.1415


<x>
The following is a quantum chemistry calculation of a cluster of 2 separate species, C9H14 in total, from OMol25.

Summary:
**SMILES**: Cc1ccccc1.CC
**LUMO energy**: 1.0 eV
**E_HOMO**: -9.01 eV
**Spin multiplicity**: 1

Last column: Löwdin charge in e.
CARTESIAN COORDINATES (ANGSTROEM)
H: -1.4127 1.2922 -0.7509  0.0552
H: 0.9966 0.9890 0.5489  0.0484
C: 0.3552 2.4101 1.9351  -0.1373
H: -2.7880 0.3060 -1.2645  0.0843
C: -0.4972 -1.3540 0.5260  -0.0635
C: -0.2441 -1.0533 -1.8338  -0.0570
H: 1.8239 -3.4740 -0.7515  0.0977
C: -0.9486 -0.7772 -0.7041  -0.2857
H: 0.2611 2.2837 -0.3365  0.0430
H: -0.5736 1.8375 1.9814  0.0478
C: 0.8406 -1.9553 -1.8341  -0.0817
C: 0.4912 -2.3018 0.5236  -0.0958
H: -0.0676 3.4159 2.0013  0.0581
H: -0.8633 -1.0205 1.4885  0.1079
H: 0.8229 -2.6245 1.5055  0.1024
C: -1.9155 0.3352 -0.5990  -0.0721
H: 1.1422 2.1719 2.6372  0.0636
H: 1.4353 -2.2860 -2.6743  0.0995
H: 1.9033 2.3845 0.2210  0.0619
H: -2.3897 0.5969 0.3507  0.0776
C: 0.8974 2.0800 0.5173  -0.1657
H: -0.3850 -0.5993 -2.8095  0.1132
C: 1.1153 -2.6569 -0.6784  -0.1019


<y>
The following is a quantum chemistry calculation of a cluster of 2 separate species, C9H14 in total, from OMol25.

Summary:
**SMILES**: Cc1ccccc1.CC
**LUMO energy**: 1.0 eV
**E_HOMO**: -9.02 eV
**Spin multiplicity**: 1

Last column: Löwdin charge in e.
CARTESIAN COORDINATES (ANGSTROEM)
C: -2.3555 -0.7229 -1.7818  -0.0900
C: 0.0901 -1.2657 -0.5322  -0.0721
H: 1.1872 -0.3156 2.8107  0.0587
H: 2.0728 -0.0055 -2.0663  0.0822
H: 0.3373 0.3213 1.4853  0.0239
C: -1.2515 0.0610 -2.0737  -0.0503
H: 1.5363 1.1005 -0.8884  0.0581
C: 0.6135 0.5589 2.5095  -0.1481
C: 1.5424 1.8050 2.4508  -0.1490
H: 1.0231 1.3205 -2.5517  0.0741
H: 1.1711 2.6576 3.0197  0.0579
H: 0.9833 -1.4025 0.0612  0.1094
C: -0.0394 -0.2223 -1.4431  -0.2837
H: 2.5368 1.5110 2.7532  0.0545
H: -1.0004 -2.8956 0.3903  0.1004
H: -3.0706 -2.4837 -0.7675  0.0986
H: -1.2652 0.9005 -2.7524  0.1058
H: 1.5380 2.1848 1.4281  0.0444
H: -3.3278 -0.4477 -2.1757  0.1011
C: -2.2215 -1.8448 -0.9736  -0.0999
H: -0.2585 0.6514 3.1486  0.0616
C: 1.1978 0.5786 -1.7732  -0.0502
C: -1.0392 -2.0448 -0.2780  -0.0875


<z>
The following is a quantum chemistry calculation of a cluster of 2 separate species, C9H14 in total, from OMol25.

Summary:
**SMILES**: Cc1ccccc1.CC
**LUMO energy**: 1.0 eV
**E_HOMO**: -8.92 eV
**Spin multiplicity**: 1

Last column: Löwdin charge in e.
CARTESIAN COORDINATES (ANGSTROEM)
H: 0.4951 -0.8697 1.7188  0.0310
C: -1.7171 -0.8042 0.5897  -0.1133
H: -0.7975 -2.2727 -0.6706  0.1167
H: 0.4148 0.4326 2.5989  0.0667
H: -1.2718 2.5360 0.3431  0.1086
C: 2.1902 0.3720 1.1930  -0.1703
H: -2.2628 0.6470 1.8271  0.1123
C: -0.2009 -0.5737 -2.8836  -0.0513
H: -0.6967 -1.3789 -3.4590  0.0846
C: -1.1561 1.4861 0.0652  -0.0967
H: -2.2300 -1.5699 1.1709  0.1111
C: -1.0306 -1.2171 -0.5532  -0.0651
H: -0.3069 0.3763 -3.4002  0.0641
H: 3.0510 0.8619 1.6522  0.0550
C: -0.4862 1.1273 -1.1086  -0.0482
H: 0.8200 -0.8908 -2.9652  0.0623
C: -0.5719 -0.2559 -1.4271  -0.2592
H: -0.1163 1.8670 -1.7995  0.1079
C: 1.2243 -0.2176 2.1996  -0.1670
C: -1.7714 0.5489 0.8517  -0.1386
H: 1.8324 1.0049 0.3750  0.0491
H: 2.7514 -0.4653 0.7378  0.0683
H: 1.8370 -0.7442 2.9441  0.0721


Computed relative energies in units of eV: <w> 1.302; <x> 0.544; <y> 0.000; <z> 0.820


<w>
The following is a quantum chemistry calculation of a cluster of 2 separate species, C9H14 in total, from OMol25.

Summary:
**SMILES**: Cc1ccccc1.CC
**LUMO energy**: 1.0 eV
**E_HOMO**: -9.02 eV
**Spin multiplicity**: 1

Last column: Löwdin charge in e.
CARTESIAN COORDINATES (ANGSTROEM)
C: -0.3863 -0.7880 -2.6181  -0.0943
H: 0.7662 -1.7886 0.8997  0.1111
H: 1.4435 2.4887 0.5569  0.0545
C: -0.0198 3.3187 1.9287  -0.1718
C: -0.7817 -1.9157 -0.5324  -0.2879
H: -1.7240 -2.4025 1.3269  0.0726
H: -2.5527 -3.1021 -0.0757  0.0730
H: 2.3675 -0.6354 -0.6576  0.1035
C: -1.2071 -1.5725 -1.8122  -0.0524
C: 0.8434 -0.3516 -2.1570  -0.1051
H: -1.0339 -3.7492 0.5687  0.0867
H: -0.0145 3.7495 2.9349  0.0597
H: -2.1942 -1.8682 -2.1527  0.1076
C: -1.5894 -2.8255 0.3412  -0.0614
H: 1.3884 0.2631 -2.8702  0.1008
C: 0.4995 -1.5497 -0.1245  -0.0616
H: -0.7752 -0.5512 -3.5934  0.0972
C: 1.3423 2.6533 1.6309  -0.1646
H: -0.3362 3.9896 1.1460  0.0520
H: 2.1501 3.2041 2.1065  0.0573
H: 1.2956 1.6396 2.0421  0.0543
C: 1.3238 -0.7671 -0.9234  -0.0885
H: -0.8052 2.5605 2.0349  0.0573


<x>
The following is a quantum chemistry calculation of a cluster of 2 separate species, C9H14 in total, from OMol25.

Summary:
**SMILES**: Cc1ccccc1.CC
**LUMO energy**: 1.1 eV
**E_HOMO**: -8.93 eV
**Spin multiplicity**: 1

Last column: Löwdin charge in e.
CARTESIAN COORDINATES (ANGSTROEM)
C: 1.8832 2.6522 0.3890  -0.1546
H: 1.9117 2.0150 -1.6687  0.0417
H: 0.3003 -2.8592 -2.1717  0.0969
C: -1.4094 -2.8796 -0.8173  -0.0897
H: -0.0334 0.5550 0.1934  0.0749
C: -1.5500 -0.9707 0.6488  -0.2816
H: 1.1376 -0.7653 -1.3852  0.0963
H: 1.2112 1.8507 0.6703  0.0204
H: -2.0246 0.7739 1.8254  0.0772
H: 3.4586 1.7011 -0.8143  0.0633
C: -2.1452 -0.3050 1.8539  -0.0542
H: -3.1140 -2.4104 0.4070  0.1075
H: 3.0362 3.2792 -1.3024  0.0624
H: -1.6347 -0.7205 2.7336  0.0876
H: 2.6184 2.8868 1.1513  0.0664
C: -2.1415 -2.0832 0.0621  -0.0530
H: -3.1554 -0.6139 2.1087  0.0718
C: 0.2621 -1.1858 -0.9040  -0.0882
C: -0.3695 -0.4618 0.1041  -0.0459
C: 2.5922 2.3498 -0.9330  -0.1675
H: -1.8158 -3.8632 -1.0012  0.0996
H: 1.1963 3.4759 0.1829  0.0680
C: -0.2145 -2.4211 -1.3327  -0.0991


Computed relative energies in units of eV: <w> 0.000; <x> 0.262